Record 1
Density functional theory data (wB97M-V/def2-TZVPD) for the ion C3H3O2 with charge +1.

## Properties
Electronic energy (eV): -7241.857
Energy relative to the best compared isomer or geometry (same formula, charge and spin) (eV): 3.788
Gap between HOMO and LUMO (eV): 8.464

The geometry in ORCA input format:
```
! RIJCOSX wB97M-V def2-TZVPD def2/J DEFGRID3
* xyz 1 1
C -0.066 1.043 0.048
C 0.754 -0.461 0.769
C -0.079 -0.278 -0.383
O 1.197 0.800 0.767
O -0.640 -1.219 -1.277
H -0.636 1.954 0.202
H 0.720 -1.209 1.616
H -1.249 -0.630 -1.743
*
```

Record 2
Density functional theory data (wB97M-V/def2-TZVPD) for a structure of composition C3H3O2Pt.

## Properties
Electronic energy (eV): -10493.517
<S²>: 3.77
Energy relative to the best compared isomer or geometry (same formula, charge and spin) (eV): 0.000
Gap between HOMO and LUMO (spin up / spin down) (eV): 6.772 / 6.355

The geometry in ORCA input format:
```
! RIJCOSX wB97M-V def2-TZVPD def2/J DEFGRID3
* xyz 0 4
C 0.837 0.479 -1.081
C -0.155 -0.189 -0.205
H 1.229 1.418 -0.646
H 1.696 -0.199 -1.220
H 0.433 0.686 -2.090
O -0.248 0.530 1.134
C -0.991 0.011 2.148
Pt -1.226 -1.651 0.088
O -1.575 -1.085 1.873
*
```

Record 3
Density functional theory data (wB97M-V/def2-TZVPD) for a structure of composition C3H3O2S.

## Properties
Electronic energy (eV): -18087.813
Energy relative to the best compared isomer or geometry (same formula, charge and spin) (eV): 3.279
Gap between HOMO and LUMO (spin up / spin down) (eV): 7.051 / 7.050

The geometry in ORCA input format:
```
! RIJCOSX wB97M-V def2-TZVPD def2/J DEFGRID3
* xyz -1 1
C 0.266 -0.439 0.319
C -0.932 0.016 0.291
C -2.234 0.376 -0.018
O 2.966 -1.094 0.470
O 2.312 0.939 -1.012
S 2.462 0.288 0.309
H 0.557 -1.491 0.175
H -2.501 0.454 -1.094
H -2.895 0.951 0.560
*
```

Record 4
Density functional theory data (wB97M-V/def2-TZVPD) for a structure of composition C3H3O2Sm.

## Properties
Electronic energy (eV): -25151.193
<S²>: 9.20
Gap between HOMO and LUMO (spin up / spin down) (eV): 6.046 / 5.626

The geometry in ORCA input format:
```
! RIJCOSX wB97M-V def2-TZVPD def2/J DEFGRID3
* xyz 0 6
H 2.701 -1.053 -0.251
O -0.413 0.086 0.063
O -2.067 1.409 0.500
C 1.700 -0.756 -0.566
C 0.823 -0.386 0.375
C -0.952 1.060 0.928
H 1.166 -1.428 -1.283
H 1.106 -0.236 1.422
Sm -4.063 1.304 -1.189
*
```

Record 5
Density functional theory data (wB97M-V/def2-TZVPD) for a structure of composition C3H3O2Sn.

## Properties
Electronic energy (eV): -13074.286
Energy relative to the best compared isomer or geometry (same formula, charge and spin) (eV): 1.242
Gap between HOMO and LUMO (spin up / spin down) (eV): 7.464 / 7.465

The geometry in ORCA input format:
```
! RIJCOSX wB97M-V def2-TZVPD def2/J DEFGRID3
* xyz 1 1
O 0.434 0.691 0.027
C 1.716 0.353 -0.632
O 2.162 -0.793 -0.529
Sn 3.162 0.574 0.661
C -0.581 -0.232 0.164
C -1.859 0.133 0.103
H -0.253 -1.271 0.098
H -2.629 -0.636 0.090
H -2.151 1.181 0.018
*
```

Record 6
Density functional theory data (wB97M-V/def2-TZVPD) for a structure of composition C3H3O2Tb.

## Properties
Electronic energy (eV): -29673.089
<S²>: 16.40
Energy relative to the best compared isomer or geometry (same formula, charge and spin) (eV): 5.505
Gap between HOMO and LUMO (spin up / spin down) (eV): 4.042 / 7.706

The geometry in ORCA input format:
```
! RIJCOSX wB97M-V def2-TZVPD def2/J DEFGRID3
* xyz 1 8
C 0.412 -1.939 -0.364
C 0.775 -0.633 -0.837
H -0.522 -2.121 0.204
H 0.182 -2.194 -1.449
H 1.221 -2.639 -0.081
O -0.307 2.199 2.295
C -0.604 3.017 1.444
Tb -0.444 1.396 -1.401
O -0.712 2.913 0.189
*
```

Record 7
Density functional theory data (wB97M-V/def2-TZVPD) for a structure of composition C3H3O2Tl.

## Properties
Electronic energy (eV): -11902.818
<S²>: 0.75
Energy relative to the best compared isomer or geometry (same formula, charge and spin) (eV): 4.915
Gap between HOMO and LUMO (spin up / spin down) (eV): 6.955 / 8.463

The geometry in ORCA input format:
```
! RIJCOSX wB97M-V def2-TZVPD def2/J DEFGRID3
* xyz 3 2
O 0.799 -0.539 0.938
C 0.138 0.273 0.226
C -0.190 1.298 1.231
C 0.139 0.720 2.466
H -0.376 2.345 0.986
H -0.657 0.492 3.178
H 1.167 0.704 2.835
O -0.297 0.138 -0.925
Tl -0.648 -1.102 -2.235
*
```

Record 8
Density functional theory data (wB97M-V/def2-TZVPD) for the ion C3H3O3 with charge +1.

## Properties
Electronic energy (eV): -9288.078
Energy relative to the best compared isomer or geometry (same formula, charge and spin) (eV): 4.845
Gap between HOMO and LUMO (eV): 8.473

The geometry in ORCA input format:
```
! RIJCOSX wB97M-V def2-TZVPD def2/J DEFGRID3
* xyz 1 1
C 2.020 -0.393 -0.130
C 0.837 -0.301 0.814
C -1.350 0.469 0.121
O 1.958 0.804 0.131
O -2.503 -0.013 -0.157
O -0.361 -0.373 0.242
H 2.919 -0.695 -0.892
H -1.005 1.492 -0.012
H -2.516 -0.990 -0.116
*
```

Record 9
Density functional theory data (wB97M-V/def2-TZVPD) for the molecule C3H3O3P.

## Properties
SMILES string: O=C1CC=POO1
Electronic energy (eV): -18587.449
Energy relative to the best compared isomer or geometry (same formula, charge and spin) (eV): 3.431
Gap between HOMO and LUMO (spin up / spin down) (eV): 8.616 / 8.615

The geometry in ORCA input format:
```
! RIJCOSX wB97M-V def2-TZVPD def2/J DEFGRID3
* xyz 0 1
O 2.064 0.366 -1.903
C 1.693 0.653 -0.800
C 0.494 -0.032 -0.129
C -0.437 0.935 0.509
P 0.175 2.245 1.377
O 1.751 1.948 1.275
O 2.333 1.585 -0.126
H 0.937 -0.680 0.637
H 0.014 -0.654 -0.886
H -1.490 0.884 0.287
*
```

Record 10
Density functional theory data (wB97M-V/def2-TZVPD) for a structure of composition C3H3O3Ru.

## Properties
Electronic energy (eV): -11854.466
<S²>: 8.76
Gap between HOMO and LUMO (spin up / spin down) (eV): 3.625 / 7.425

The geometry in ORCA input format:
```
! RIJCOSX wB97M-V def2-TZVPD def2/J DEFGRID3
* xyz 2 6
C -2.145 0.136 -0.127
O 0.287 0.735 -0.025
C 0.083 -0.562 -0.133
C -1.446 1.350 0.214
O -1.133 -0.957 -0.180
O 1.058 -1.290 0.169
H -2.893 -0.191 0.605
H -1.373 2.132 -0.545
H -1.496 1.688 1.258
Ru 2.237 0.294 0.146
*
```

Record 11
Density functional theory data (wB97M-V/def2-TZVPD) for a structure of composition C3H3O3S.

## Properties
Electronic energy (eV): -20135.798
Energy relative to the best compared isomer or geometry (same formula, charge and spin) (eV): 2.675
Gap between HOMO and LUMO (spin up / spin down) (eV): 6.754 / 6.161

The geometry in ORCA input format:
```
! RIJCOSX wB97M-V def2-TZVPD def2/J DEFGRID3
* xyz -1 1
C -0.488 1.107 -0.001
C 1.773 -0.827 -0.054
C -0.465 -0.418 -0.057
O -1.721 1.573 0.040
O 0.554 1.760 0.096
O 0.551 -1.283 0.077
S -2.078 -1.119 0.053
H 2.429 -1.610 -0.022
H 1.892 0.259 -0.103
H -2.447 0.557 -0.030
*
```

Record 12
Density functional theory data (wB97M-V/def2-TZVPD) for the ion C3H3O3S with charge -1.

## Properties
SMILES string: COC(=S)C(=O)[O-]
Electronic energy (eV): -20137.672
Energy relative to the best compared isomer or geometry (same formula, charge and spin) (eV): 0.801
Gap between HOMO and LUMO (eV): 7.108

The geometry in ORCA input format:
```
! RIJCOSX wB97M-V def2-TZVPD def2/J DEFGRID3
* xyz -1 1
C 0.022 -0.439 -1.143
O 1.359 0.120 -1.078
C 2.235 -0.257 -0.156
S 2.001 -1.208 1.177
C 3.700 0.475 -0.106
O 4.442 0.004 0.749
O 3.862 1.519 -0.747
H 0.183 -1.416 -1.596
H -0.565 0.172 -1.862
H -0.422 -0.211 -0.154
*
```

Record 13
Density functional theory data (wB97M-V/def2-TZVPD) for a cluster of 2 separate species, C3H3O4 in total.

## Properties
Electronic energy (eV): -11343.646
Energy relative to the best compared isomer or geometry (same formula, charge and spin) (eV): 7.007
Gap between HOMO and LUMO (spin up / spin down) (eV): 6.989 / 8.877

The geometry in ORCA input format:
```
! RIJCOSX wB97M-V def2-TZVPD def2/J DEFGRID3
* xyz -1 1
C -1.902 -0.902 -0.028
C -0.699 0.255 0.321
C 2.058 0.127 -0.084
O -2.385 -1.249 1.062
O -2.058 -1.027 -1.206
O -1.079 1.399 1.008
O -0.867 1.414 -0.393
H 2.786 0.818 0.289
H 1.860 0.119 -1.139
H 2.286 -0.954 0.171
*
```

Record 14
Density functional theory data (wB97M-V/def2-TZVPD) for the ion C3H3O4P with charge -2.

## Properties
SMILES string: C#C[C@@H](O)P(=O)([O-])[O-]
Electronic energy (eV): -20637.369
Energy relative to the best compared isomer or geometry (same formula, charge and spin) (eV): 1.114
Gap between HOMO and LUMO (eV): 6.432

The geometry in ORCA input format:
```
! RIJCOSX wB97M-V def2-TZVPD def2/J DEFGRID3
* xyz -2 1
C 2.299 1.152 0.389
C 1.440 0.395 0.041
C 0.394 -0.450 -0.367
O 0.375 -1.766 0.044
P -1.497 0.156 0.034
O -1.784 -0.965 1.044
O -2.042 0.014 -1.405
O -1.547 1.536 0.598
H 2.814 2.040 0.712
H 0.176 -0.382 -1.393
H -0.629 -1.729 0.303
*
```

Record 15
Density functional theory data (wB97M-V/def2-TZVPD) for the molecule C3H3OP.

## Properties
SMILES string: C=CP=C=O
Electronic energy (eV): -14492.936
Energy relative to the best compared isomer or geometry (same formula, charge and spin) (eV): 2.086
Gap between HOMO and LUMO (eV): 8.783

The geometry in ORCA input format:
```
! RIJCOSX wB97M-V def2-TZVPD def2/J DEFGRID3
* xyz 0 1
C 0.863 0.059 0.294
C 0.197 -0.868 -0.383
P -1.551 -1.074 0.049
C -1.316 0.593 0.179
O -1.404 1.685 -0.168
H 0.577 0.669 1.207
H 1.860 0.337 0.003
H 0.775 -1.400 -1.181
*
```

Record 16
Density functional theory data (wB97M-V/def2-TZVPD) for the molecule C3H3OPS.

## Properties
SMILES string: C=CP1SC1=O
Electronic energy (eV): -25328.538
Energy relative to the best compared isomer or geometry (same formula, charge and spin) (eV): 0.865
Gap between HOMO and LUMO (eV): 8.702

The geometry in ORCA input format:
```
! RIJCOSX wB97M-V def2-TZVPD def2/J DEFGRID3
* xyz 0 1
C -0.915 1.423 -0.166
C 0.217 1.056 -0.663
P 0.694 -0.848 -0.732
S -0.746 -1.904 0.425
C 0.900 -1.985 0.796
O 1.687 -2.651 1.405
H -1.101 2.399 -0.203
H -1.588 0.629 0.132
H 0.851 1.881 -0.994
*
```

Record 17
Density functional theory data (wB97M-V/def2-TZVPD) for the ion C3H3OS with charge +1.

## Properties
Electronic energy (eV): -16030.770
Energy relative to the best compared isomer or geometry (same formula, charge and spin) (eV): 2.684
Gap between HOMO and LUMO (spin up / spin down) (eV): 6.745 / 6.286

The geometry in ORCA input format:
```
! RIJCOSX wB97M-V def2-TZVPD def2/J DEFGRID3
* xyz 1 1
C 0.468 0.252 -0.047
C -0.679 0.995 -0.038
C 0.488 -1.207 0.043
O -0.428 -1.967 -0.026
S -2.303 0.678 0.029
H 1.423 0.750 -0.096
H -0.491 2.073 -0.087
H 1.521 -1.573 0.223
*
```

Record 18
Density functional theory data (wB97M-V/def2-TZVPD) for a structure of composition C3H3OSc.

## Properties
Electronic energy (eV): -25882.441
Gap between HOMO and LUMO (spin up / spin down) (eV): 7.841 / 7.589

The geometry in ORCA input format:
```
! RIJCOSX wB97M-V def2-TZVPD def2/J DEFGRID3
* xyz 2 1
C 0.236 0.345 -1.470
C -0.370 -0.722 -1.304
H 0.682 1.194 -1.965
H -1.003 -1.568 -1.526
C -0.041 0.329 0.917
O 0.491 -0.651 1.570
Sc 1.153 0.692 2.970
H -1.148 0.381 0.808
*
```

Record 19
Density functional theory data (wB97M-V/def2-TZVPD) for a cluster of 16 separate species, C3H40N2O15 in total.

## Properties
Electronic energy (eV): -37455.036
Energy relative to the best compared isomer or geometry (same formula, charge and spin) (eV): 0.729
Gap between HOMO and LUMO (eV): 9.797

The geometry in ORCA input format:
```
! RIJCOSX wB97M-V def2-TZVPD def2/J DEFGRID3
* xyz 0 1
C -0.727 -1.017 -1.618
C 0.205 -0.485 -0.514
C -0.179 0.954 -0.132
N 0.877 1.529 0.767
N -0.091 -2.239 -2.211
H -1.758 -1.190 -1.256
H -0.927 -0.274 -2.415
H 0.171 -1.118 0.406
H 1.247 -0.616 -0.829
H -1.144 0.915 0.415
H -0.300 1.566 -1.028
H 1.743 1.733 0.210
H 0.561 2.403 1.184
H -0.659 -2.666 -2.907
H 0.073 -2.866 -1.461
H -1.819 -0.114 2.992
H -0.298 0.270 2.878
O -1.225 0.672 3.123
H 1.204 0.911 -3.370
H -0.115 1.808 -3.243
O 0.862 1.769 -3.451
H 2.969 -0.030 -1.693
H 3.077 1.460 -1.208
O 3.357 0.545 -1.019
H -1.450 2.050 2.220
H -1.858 3.570 2.190
O -1.468 2.862 1.656
H -3.193 -0.631 1.036
H -4.515 -0.347 0.470
O -3.562 -0.300 0.326
H 0.339 -1.634 2.512
H 0.602 -3.162 2.274
O -0.100 -2.598 2.448
H 2.741 3.508 -1.860
H 1.638 2.592 -2.290
O 2.191 2.892 -1.467
H 3.302 -2.407 1.593
H 1.995 -1.619 1.677
O 2.322 -2.492 1.421
H 1.094 0.782 1.590
H 1.487 -0.125 3.312
O 1.185 -0.299 2.460
H 3.710 0.045 0.588
H 2.856 -0.109 1.824
O 3.720 -0.165 1.562
H -2.046 -3.212 0.199
H -0.724 -3.221 0.953
O -1.156 -3.525 0.158
H 2.595 -0.934 -3.812
H 1.415 -1.314 -2.775
O 2.041 -0.603 -3.059
H -1.744 -2.058 2.451
H -3.099 -1.993 3.127
O -2.574 -1.565 2.467
H -3.194 1.315 -0.233
H -2.435 2.512 0.181
O -2.948 2.192 -0.484
H -2.150 1.960 -1.986
H -2.350 2.310 -3.498
O -1.772 1.805 -2.852
*
```

Record 20
Density functional theory data (wB97M-V/def2-TZVPD) for a structure of composition C3H4AgNaO4.

## Properties
Electronic energy (eV): -19772.284
<S²>: 0.75
Energy relative to the best compared isomer or geometry (same formula, charge and spin) (eV): 0.486
Gap between HOMO and LUMO (spin up / spin down) (eV): 6.409 / 6.604

The geometry in ORCA input format:
```
! RIJCOSX wB97M-V def2-TZVPD def2/J DEFGRID3
* xyz 1 2
H 5.228 1.477 -1.254
C 4.753 2.135 -0.522
C 5.032 2.451 0.860
O 3.882 1.657 0.421
H 5.763 1.872 1.429
H 4.765 3.434 1.254
O -0.150 -0.288 0.493
C -1.261 -0.776 0.247
O -1.623 -1.890 0.928
Na 1.919 0.581 0.737
H -0.836 -2.372 1.209
Ag -4.638 -1.908 -1.100
O -2.078 -0.403 -0.640
*
```